No. 1
Entry from the Open Molecules 2025 dataset: a structure of composition C9H24BrF2NO10P2S (wB97M-V/def2-TZVPD).

ORCA input file:
```
! wB97M-V def2-TZVPD RIJCOSX def2/J DEFGRID3
* xyz 0 1
C -2.087 -5.092 2.389
C -3.254 -5.360 1.397
C -4.533 -5.397 2.198
F -4.586 -4.279 2.998
N -5.811 -5.542 1.433
Br -5.624 -5.795 -0.407
S -6.974 -4.374 1.710
O -6.544 -3.070 1.368
O -8.164 -4.830 1.097
F -7.138 -4.515 3.239
H -1.956 -4.023 2.522
H -1.180 -5.544 2.001
H -2.377 -5.536 3.342
H -3.050 -6.329 0.950
H -3.236 -4.547 0.674
H -4.477 -6.256 2.869
C 1.450 0.388 2.338
O 0.705 -0.473 1.460
P -0.456 0.181 0.472
O -1.103 -1.096 0.075
O 0.662 0.775 -0.534
C 1.441 -0.150 -1.300
O -1.495 1.277 -0.143
C -2.874 1.175 0.261
H 2.196 -0.224 2.839
H 1.956 1.174 1.772
H 0.800 0.834 3.092
H 0.958 -1.124 -1.367
H 2.424 -0.266 -0.843
H 1.565 0.266 -2.296
H -2.976 0.913 1.312
H -3.370 0.424 -0.350
H -3.336 2.146 0.093
C 5.522 4.549 -0.202
O 4.992 3.556 -1.099
P 3.946 4.023 -2.251
O 3.391 2.776 -2.793
O 5.078 4.725 -3.167
C 5.920 3.886 -3.957
O 2.937 5.222 -2.563
C 1.568 5.051 -2.133
H 6.245 4.053 0.441
H 6.024 5.343 -0.759
H 4.733 4.975 0.418
H 5.474 2.904 -4.112
H 6.889 3.770 -3.469
H 6.062 4.373 -4.919
H 1.502 4.563 -1.162
H 1.033 4.460 -2.872
H 1.123 6.040 -2.063
*
```

**Orbital gap**: 9.17 eV
**E_LUMO**: -0.85 eV
**Highest occupied orbital energy**: -10.02 eV

No. 2
Entry from the Open Molecules 2025 dataset: a structure of composition C9H24CoF4N2O11S4 (wB97M-V/def2-TZVPD).

ORCA input file:
```
! wB97M-V def2-TZVPD RIJCOSX def2/J DEFGRID3
* xyz 0 4
Co -38.956 22.585 -7.525
N -38.434 21.063 -6.489
S -37.514 20.809 -5.257
O -36.513 19.707 -5.349
O -38.042 21.171 -3.971
F -36.566 22.095 -5.645
S -38.977 19.415 -6.313
O -39.512 19.049 -5.025
O -38.183 18.378 -7.021
F -40.320 19.694 -7.170
N -40.402 23.081 -8.737
S -41.386 22.263 -9.975
O -40.923 22.328 -11.339
O -42.839 22.117 -9.699
F -40.835 20.782 -9.571
S -40.851 24.438 -9.296
O -42.263 24.780 -9.153
O -40.123 25.002 -10.447
F -40.197 25.151 -8.021
C -37.473 26.664 -7.296
C -36.795 25.203 -7.387
C -35.492 25.212 -6.531
O -37.640 24.136 -6.876
H -36.859 27.471 -7.697
H -37.714 26.994 -6.285
H -38.357 26.746 -7.929
H -36.547 24.988 -8.426
H -34.890 24.387 -6.910
H -35.720 25.063 -5.475
H -34.901 26.125 -6.599
H -37.815 24.506 -6.008
C -41.706 24.079 -4.362
C -41.122 22.848 -5.007
C -42.091 22.310 -6.137
O -39.960 23.235 -5.680
H -42.680 23.793 -3.964
H -41.871 24.949 -4.998
H -41.234 24.445 -3.450
H -40.757 22.115 -4.287
H -42.829 21.676 -5.645
H -41.564 21.694 -6.865
H -42.573 23.165 -6.611
H -39.494 23.822 -5.081
C -37.527 20.795 -10.912
C -36.895 21.447 -9.715
C -35.350 21.829 -9.916
O -37.706 22.486 -9.337
H -36.922 19.990 -11.329
H -37.653 21.498 -11.735
H -38.542 20.457 -10.702
H -36.910 20.788 -8.847
H -35.161 22.305 -10.878
H -34.806 20.888 -9.832
H -35.014 22.387 -9.042
H -37.576 23.178 -9.990
*
```

**Orbital gap (alpha / beta)**: 10.20 / 9.43 eV
**Energy relative to the best compared isomer or geometry (same formula, charge and spin)**: 0.9 kJ/mol
**E_LUMO (alpha / beta)**: -0.91 / -1.66 eV
**Highest occupied orbital energy (alpha / beta)**: -11.12 / -11.09 eV

No. 3
Entry from the Open Molecules 2025 dataset: a structure of composition C9H24CoO7 (wB97M-V/def2-TZVPD).

ORCA input file:
```
! wB97M-V def2-TZVPD RIJCOSX def2/J DEFGRID3
* xyz 0 4
Co 5.162 -9.547 15.258
C 7.359 -10.603 15.370
O 8.282 -11.366 15.571
O 6.587 -10.655 14.290
O 6.877 -9.713 16.205
C 12.978 -10.658 17.433
C 11.808 -11.379 16.818
O 10.738 -10.448 16.736
H 12.807 -10.481 18.500
H 13.161 -9.721 16.913
H 13.905 -11.239 17.488
H 11.534 -12.294 17.357
H 12.058 -11.729 15.803
H 10.017 -10.843 16.227
C 10.100 -13.538 11.666
C 9.811 -12.820 12.956
O 8.459 -13.103 13.291
H 9.408 -13.201 10.893
H 10.056 -14.620 11.780
H 11.109 -13.316 11.304
H 9.914 -11.732 12.904
H 10.493 -13.194 13.732
H 8.263 -12.725 14.160
C 8.611 -7.175 11.271
C 7.587 -8.126 11.862
O 8.205 -9.355 12.242
H 8.076 -6.457 10.643
H 9.322 -7.696 10.631
H 9.142 -6.617 12.039
H 6.771 -8.310 11.153
H 7.186 -7.612 12.752
H 7.616 -9.771 12.886
C 9.401 -15.640 17.604
C 9.194 -14.432 16.716
O 8.929 -13.303 17.551
H 9.706 -16.510 17.026
H 8.519 -15.814 18.212
H 10.236 -15.381 18.262
H 8.322 -14.569 16.054
H 10.012 -14.248 16.006
H 8.650 -12.580 16.972
*
```

**Orbital gap (alpha / beta)**: 5.66 / 5.63 eV
**E_LUMO (alpha / beta)**: -3.50 / -3.52 eV
**Highest occupied orbital energy (alpha / beta)**: -9.16 / -9.15 eV

No. 4
Entry from the Open Molecules 2025 dataset: a cluster of 7 separate species, C9H24F14N5O10P2S2 in total (wB97M-V/def2-TZVPD).

ORCA input file:
```
! wB97M-V def2-TZVPD RIJCOSX def2/J DEFGRID3
* xyz -1 1
C 30.951 -8.937 26.274
C 32.413 -8.738 26.120
O 32.892 -8.705 25.003
N 33.398 -8.699 27.346
H 33.003 -8.473 28.248
H 33.699 -9.657 27.452
C 34.402 -7.594 26.969
H 30.844 -9.567 27.158
H 30.571 -9.415 25.371
H 30.405 -8.060 26.623
H 35.219 -7.926 26.329
H 34.949 -7.385 27.889
H 33.949 -6.757 26.438
C 24.886 -13.771 29.671
C 23.696 -12.762 29.766
O 23.896 -11.561 29.614
N 22.384 -13.205 30.406
H 22.403 -14.145 30.777
H 22.182 -12.619 31.203
C 21.173 -13.182 29.403
H 24.451 -14.768 29.595
H 25.570 -13.593 30.501
H 25.381 -13.485 28.743
H 20.655 -14.118 29.608
H 21.622 -13.167 28.409
H 20.525 -12.371 29.735
C 26.675 -21.558 24.608
C 25.611 -22.550 25.233
O 26.025 -23.454 25.906
N 24.052 -22.265 25.044
H 23.724 -21.689 25.806
H 23.813 -21.681 24.256
C 23.432 -23.654 25.070
H 27.718 -21.871 24.565
H 26.538 -20.583 25.076
H 26.251 -21.286 23.642
H 23.835 -24.194 24.213
H 22.373 -23.470 24.888
H 23.604 -24.164 26.018
P 17.816 -18.208 24.056
F 16.512 -17.646 23.242
F 17.782 -19.683 23.278
F 18.808 -17.628 22.862
F 19.112 -18.774 24.957
F 17.944 -16.826 24.863
F 16.846 -18.748 25.204
P 24.690 -14.160 23.126
F 23.092 -13.685 22.895
F 24.962 -12.826 23.851
F 24.161 -14.921 24.432
F 26.112 -14.680 23.574
F 24.422 -15.533 22.250
F 25.132 -13.505 21.741
N 21.623 -10.699 15.330
S 21.514 -10.214 13.703
O 22.712 -9.915 12.957
O 20.375 -9.485 13.183
F 21.296 -11.635 13.034
S 22.218 -9.440 15.709
O 21.520 -8.161 15.630
O 23.662 -9.448 15.509
F 22.145 -9.725 17.254
N 21.550 -21.406 18.729
O 20.659 -20.893 18.023
O 22.106 -20.574 19.390
O 21.713 -22.582 18.967
*
```

**Orbital gap**: 0.35 eV
**E_LUMO**: -2.43 eV
**Highest occupied orbital energy**: -2.78 eV

No. 5
Entry from the Open Molecules 2025 dataset: a structure of composition C9H24N2O19S3V2 (wB97M-V/def2-TZVPD).

ORCA input file:
```
! wB97M-V def2-TZVPD RIJCOSX def2/J DEFGRID3
* xyz 0 1
O 8.859 6.582 -23.908
V 9.236 5.643 -22.678
O 10.766 5.183 -22.966
O 5.639 5.505 -25.002
V 4.751 4.532 -24.148
O 3.325 5.235 -23.978
N 7.757 2.763 -23.212
O 8.169 1.703 -22.811
O 6.558 2.904 -23.523
O 8.532 3.761 -23.280
N 6.085 5.422 -21.284
O 5.697 5.496 -20.156
O 5.363 4.859 -22.163
O 7.166 5.941 -21.649
O 10.007 4.405 -18.347
S 9.549 3.776 -19.521
O 9.385 4.513 -20.749
O 10.530 2.572 -19.837
C 11.299 2.595 -21.057
C 12.050 1.313 -21.190
C 8.092 2.805 -19.240
H 11.988 3.448 -21.053
H 10.703 2.822 -21.943
H 12.558 1.193 -22.142
H 11.382 0.450 -21.075
H 12.715 1.149 -20.338
H 7.492 3.496 -18.635
H 8.333 1.891 -18.718
H 7.497 2.723 -20.146
O 10.450 2.171 -26.375
S 9.135 1.864 -26.791
O 8.182 1.298 -25.890
O 8.490 3.203 -27.350
C 7.045 3.272 -27.471
C 6.701 4.349 -28.444
C 9.108 0.895 -28.277
H 6.778 3.476 -26.432
H 6.603 2.303 -27.718
H 7.208 5.272 -28.146
H 5.658 4.594 -28.644
H 7.097 4.166 -29.450
H 9.623 -0.039 -28.034
H 9.713 1.330 -29.065
H 8.078 0.636 -28.492
O 7.786 -1.621 -25.981
S 8.634 -2.533 -26.679
O 8.698 -2.515 -28.096
O 10.134 -2.407 -26.173
C 10.323 -2.305 -24.722
C 10.527 -0.863 -24.302
C 8.295 -4.201 -26.135
H 11.144 -2.986 -24.525
H 9.403 -2.613 -24.220
H 9.804 -0.200 -24.764
H 11.558 -0.553 -24.483
H 10.414 -0.789 -23.217
H 8.386 -4.329 -25.064
H 9.080 -4.746 -26.657
H 7.309 -4.494 -26.485
*
```

**Orbital gap**: 7.84 eV
**E_LUMO**: -2.62 eV
**Highest occupied orbital energy**: -10.46 eV

No. 6
Entry from the Open Molecules 2025 dataset: a structure of composition C9H24O5 (wB97M-V/def2-TZVPD).

ORCA input file:
```
! wB97M-V def2-TZVPD RIJCOSX def2/J DEFGRID3
* xyz 0 1
C -26.580 -3.495 -6.709
C -25.540 -3.933 -5.715
O -24.483 -4.460 -6.107
C -25.745 -3.575 -4.240
H -26.557 -2.407 -6.641
H -27.599 -3.769 -6.438
H -26.350 -3.804 -7.729
H -24.956 -3.890 -3.557
H -26.743 -3.867 -3.912
H -25.759 -2.495 -4.097
C -25.276 -1.496 0.403
C -24.221 -2.439 -0.071
O -23.787 -3.300 0.692
C -23.641 -2.186 -1.399
H -25.198 -1.359 1.481
H -26.280 -1.874 0.206
H -25.289 -0.536 -0.113
H -24.211 -2.762 -2.128
H -22.604 -2.519 -1.431
H -23.645 -1.138 -1.697
C -28.432 -2.215 -0.400
O -28.099 -3.551 0.009
H -29.029 -2.267 -1.311
H -29.074 -1.726 0.332
H -27.565 -1.566 -0.519
H -27.597 -3.471 0.823
C -26.455 -2.368 -1.979
O -25.911 -1.081 -2.103
H -27.522 -2.309 -1.763
H -26.274 -2.967 -2.872
H -25.991 -2.772 -1.079
H -26.605 -0.445 -2.295
C -27.817 0.675 -2.542
O -27.730 -0.559 -1.878
H -28.163 0.625 -3.575
H -28.526 1.291 -1.989
H -26.828 1.132 -2.581
H -28.612 -0.940 -1.876
*
```

**Orbital gap**: 9.04 eV
**E_LUMO**: 0.03 eV
**Highest occupied orbital energy**: -9.01 eV

No. 7
Entry from the Open Molecules 2025 dataset: a cluster of 2 separate species, C9H25ClN2O3P2 in total (wB97M-V/def2-TZVPD).

ORCA input file:
```
! wB97M-V def2-TZVPD RIJCOSX def2/J DEFGRID3
* xyz 0 1
C 0.031 0.426 2.771
C 1.659 0.770 2.639
P 2.350 -0.185 1.088
C 1.331 -1.839 1.107
C 2.227 -3.120 0.552
P 1.721 1.059 -0.647
N 3.205 1.887 -1.207
Cl 1.081 -0.323 -2.124
O 0.498 2.121 -0.025
C -0.436 2.600 -1.047
C -1.961 2.413 -0.419
N -2.792 1.361 -1.119
C -2.336 0.030 -0.488
C -2.963 -1.191 -1.399
C -2.992 -0.802 -3.019
O -2.166 -2.428 -1.240
H -0.112 -0.555 3.393
H -0.575 1.273 3.309
H -0.475 0.241 1.717
H 2.261 0.535 3.614
H 1.694 1.926 2.346
H 1.068 -2.111 2.238
H 0.292 -1.743 0.561
H 3.216 -3.201 1.202
H 1.595 -4.105 0.749
H 2.454 -3.053 -0.599
H 2.960 2.333 -2.123
H 3.962 1.176 -1.311
H -0.245 3.773 -1.153
H -0.302 2.147 -2.115
H -2.523 3.458 -0.312
H -1.828 2.033 0.705
H -3.770 1.477 -0.720
H -1.171 -0.061 -0.417
H -2.748 -0.103 0.620
H -4.073 -1.360 -1.001
H -4.051 -0.359 -3.345
H -2.181 0.010 -3.306
H -2.776 -1.807 -3.616
H -1.180 -2.186 -1.342
O 5.242 -1.615 2.959
H 4.812 -0.903 2.523
*
```

**Orbital gap**: 3.16 eV
**Energy relative to the best compared isomer or geometry (same formula, charge and spin)**: 609.7 kJ/mol
**E_LUMO**: -2.08 eV
**Highest occupied orbital energy**: -5.24 eV

No. 8
Entry from the Open Molecules 2025 dataset: a cluster of 2 separate species, C9H26BN3O5P in total (wB97M-V/def2-TZVPD).

ORCA input file:
```
! wB97M-V def2-TZVPD RIJCOSX def2/J DEFGRID3
* xyz -1 1
O 2.042 6.307 1.664
O 1.117 5.465 1.030
C 1.808 4.449 0.308
C 1.981 3.211 1.216
C 2.664 1.910 0.582
O 3.956 1.778 1.146
B 4.208 3.163 1.672
O 2.886 3.465 2.285
H 2.446 5.816 2.402
H 2.777 4.792 -0.096
H 1.188 4.177 -0.573
H 0.976 3.038 1.650
H 2.665 2.011 -0.526
H 2.059 1.048 0.926
H 4.428 3.811 0.649
H 5.130 3.269 2.448
O 0.215 -0.349 -1.070
P -0.977 -1.056 -0.413
N -0.128 -2.562 -0.326
C -0.595 -3.883 -0.684
C 0.999 -2.595 0.606
N -2.000 -0.961 -1.824
C -2.143 -2.060 -2.760
C -1.824 0.263 -2.612
N -2.284 -1.710 0.542
C -1.998 -2.053 1.931
C -3.633 -2.039 0.134
H -1.479 -4.212 -0.117
H 0.178 -4.632 -0.508
H -0.808 -3.965 -1.748
H 0.669 -2.701 1.647
H 1.588 -1.678 0.533
H 1.683 -3.416 0.385
H -1.193 -2.311 -3.251
H -2.868 -1.800 -3.537
H -2.556 -2.948 -2.284
H -0.944 0.209 -3.262
H -1.728 1.135 -1.968
H -2.703 0.427 -3.245
H -1.656 -3.090 2.024
H -2.875 -1.935 2.571
H -1.228 -1.399 2.340
H -3.684 -3.059 -0.262
H -4.031 -1.346 -0.603
H -4.328 -1.986 0.979
*
```

**Orbital gap**: 5.40 eV
**E_LUMO**: 1.52 eV
**Highest occupied orbital energy**: -3.88 eV

No. 9
Entry from the Open Molecules 2025 dataset: a structure of composition C9H26CoO7 (wB97M-V/def2-TZVPD).

ORCA input file:
```
! wB97M-V def2-TZVPD RIJCOSX def2/J DEFGRID3
* xyz 0 4
Co 0.508 0.479 -0.030
C 2.570 -1.496 3.123
C 1.410 -0.526 2.647
O 1.199 -0.703 1.327
H 2.115 -2.384 3.602
H 3.187 -0.986 3.858
H 3.127 -1.692 2.213
H 1.688 0.533 2.866
H 0.461 -0.742 3.182
C -2.443 2.994 -1.889
C -0.976 2.581 -1.750
O -0.844 1.218 -1.491
H -2.610 4.068 -1.882
H -3.107 2.440 -1.202
H -2.871 2.695 -2.853
H -0.558 3.241 -0.996
H -0.425 2.774 -2.672
C 1.108 -3.047 -1.149
C 0.215 -2.002 -1.725
O 0.764 -0.687 -1.876
O 0.815 -3.294 0.220
H 2.175 -2.767 -1.280
H 0.969 -3.944 -1.733
H -0.645 -1.958 -1.030
H -0.121 -2.361 -2.723
H 0.071 -0.036 -2.202
H 0.874 -2.483 0.746
C -3.212 -0.881 0.431
C -2.046 -0.709 1.359
O -1.331 0.596 1.078
O -2.906 -0.926 -0.935
H -3.898 -0.015 0.655
H -3.764 -1.819 0.606
H -1.356 -1.503 1.248
H -2.395 -0.549 2.339
H -1.647 1.091 0.279
H -2.627 -0.079 -1.257
C 3.046 2.004 -0.122
O 1.646 2.185 -0.089
H 3.666 2.840 0.246
H 3.315 1.140 0.493
H 3.377 1.679 -1.129
H 1.477 3.031 -0.503
*
```

**Orbital gap (alpha / beta)**: 8.94 / 8.90 eV
**E_LUMO (alpha / beta)**: 0.28 / 0.27 eV
**Highest occupied orbital energy (alpha / beta)**: -8.66 / -8.63 eV

No. 10
Entry from the Open Molecules 2025 dataset: a structure of composition C9H26GaN2O7 (wB97M-V/def2-TZVPD).

ORCA input file:
```
! wB97M-V def2-TZVPD RIJCOSX def2/J DEFGRID3
* xyz 1 1
O 1.638 -2.886 0.617
H 2.447 -3.275 0.956
Ga 0.352 0.642 -0.147
N 0.846 1.665 -1.625
N -1.029 -0.002 -1.259
O 2.045 2.370 -1.976
O -2.151 -0.821 -1.053
C -0.174 1.783 -2.507
C -1.223 0.867 -2.283
C -0.108 2.798 -3.562
C -2.558 0.764 -2.907
H 0.911 3.186 -3.604
H -0.795 3.634 -3.370
H -0.377 2.359 -4.530
H -3.346 1.137 -2.217
H -2.849 -0.264 -3.187
H -2.601 1.386 -3.811
H 2.794 1.821 -1.662
H -1.946 -1.371 -0.273
O -1.308 1.796 1.108
H -0.997 2.267 1.903
H -2.119 2.287 0.852
C 0.835 -3.791 -0.095
H 0.181 -4.366 0.584
H 1.369 -4.466 -0.757
H 0.207 -3.113 -0.707
O 1.854 -0.615 -0.442
H 1.835 -1.539 -0.004
H 2.109 -0.669 -1.376
C 2.237 1.647 1.574
O 1.147 0.688 1.667
C 1.250 -0.326 2.737
C -0.139 -0.840 3.034
O -0.817 -1.177 1.826
C -2.181 -1.547 2.098
H 3.208 1.132 1.476
H 2.211 2.300 2.459
H 2.075 2.268 0.678
H 1.697 0.171 3.609
H 1.888 -1.158 2.405
H -0.700 -0.061 3.579
H -0.091 -1.735 3.678
H -2.450 -2.421 1.482
H -2.323 -1.824 3.160
H -2.853 -0.700 1.873
*
```

**Orbital gap (alpha / beta)**: 5.43 / 5.43 eV
**Energy relative to the best compared isomer or geometry (same formula, charge and spin)**: 0.0 kJ/mol
**E_LUMO (alpha / beta)**: -2.72 / -2.72 eV
**Highest occupied orbital energy (alpha / beta)**: -8.15 / -8.15 eV